*P*
Entry from the OMol25 dataset: C10H13N3 in the gas phase (ωB97M-V/def2-TZVPD).

The highest occupied orbital energy comes out at -8.23 eV. The value obtained for the HOMO-LUMO gap is 8.9869 eV. The LUMO energy is 0.76 eV.

Last column: Löwdin charge in e.
Positions of all 26 atoms, in Å:
H1 -4.004 -1.646 0.220  0.03
N1 -3.080 -1.459 0.459  0.16
C1 -2.744 -0.392 -0.037  -0.53
N2 -3.482 0.621 -0.706  0.13
N3 -1.381 -0.024 -0.009  -0.10
C2 -1.001 1.394 0.019  -0.14
C3 0.267 1.441 0.876  -0.17
C4 1.349 0.734 0.311  -0.19
C5 2.638 1.034 -0.103  -0.07
C6 3.523 0.107 -0.399  -0.15
C7 3.214 -1.177 -0.172  -0.09
C8 1.837 -1.522 -0.104  -0.06
C9 0.891 -0.624 0.080  -0.18
C10 -0.507 -1.107 0.248  -0.15
H2 -4.307 0.339 -0.897  -0.02
H3 -2.895 0.746 -1.677  0.19
H4 -0.485 1.702 -1.002  0.16
H5 -1.952 1.866 0.205  0.10
H6 0.150 1.014 1.892  0.15
H7 0.287 2.589 0.746  0.15
H8 3.002 2.038 -0.052  0.11
H9 4.612 0.377 -0.775  0.15
H10 3.990 -1.926 -0.278  0.10
H11 1.614 -2.697 0.013  0.17
H12 -0.956 -1.947 -0.199  0.10
H13 -0.577 -1.479 1.342  0.16

*Q*
Entry from the OMol25 dataset: C10H13N3 in the gas phase (ωB97M-V/def2-TZVPD).

The highest occupied orbital energy comes out at -8.45 eV. The value obtained for the HOMO-LUMO gap is 9.1783 eV. The LUMO energy is 0.73 eV.

Last column: Löwdin charge in e.
Positions of all 26 atoms, in Å:
N1 -4.426 -0.533 -0.599  -0.01
C1 -3.320 -0.238 0.287  -0.27
C2 -1.906 0.232 -0.315  -0.18
C3 -0.988 0.545 0.836  -0.23
N2 0.237 0.926 0.332  -0.09
C4 0.758 2.125 0.079  -0.21
N3 2.001 2.221 -0.246  0.12
C5 2.430 0.861 -0.177  -0.24
C6 3.705 0.381 -0.415  -0.01
C7 3.833 -1.035 -0.146  -0.06
C8 2.638 -1.874 0.013  -0.10
C9 1.385 -1.388 0.306  -0.02
C10 1.314 0.026 0.130  -0.13
H1 -4.239 -1.313 -1.167  0.04
H2 -4.403 0.256 -1.345  0.11
H3 -3.521 0.598 0.923  0.10
H4 -3.104 -1.066 0.915  0.09
H5 -1.775 0.948 -1.105  0.09
H6 -1.275 -0.508 -1.048  0.16
H7 -1.130 -0.353 1.421  0.12
H8 -1.123 1.537 1.507  0.18
H9 0.020 2.948 -0.175  0.16
H10 4.523 1.103 -0.390  0.11
H11 4.792 -1.489 -0.219  0.07
H12 3.061 -2.850 0.054  0.08
H13 0.512 -2.059 0.545  0.12

Of them, *P* has the lowest stability.